Entry 1:
DFT (wB97M-V/def2-TZVPD) results for a molecular structure, C12H14BCaF4IN2 in a non-equilibrium geometry.

```
35
Properties=species:S:1:pos:R:3:lowdin_charge:R:1
C -0.04 2.21 3.09 -0.0350
C 0.15 -1.61 2.91 -0.2216
H 0.98 2.51 3.35 0.0895
H -0.62 1.91 3.97 0.0586
H -0.59 2.94 2.48 0.0737
H 0.19 -2.50 2.24 -0.1308
H 1.01 -1.50 3.56 -0.0904
H -0.82 -1.42 3.35 -0.0865
C 0.19 2.48 -1.02 -0.0881
C 0.14 3.36 -2.11 -0.0324
C -0.07 2.82 -3.39 -0.0321
C -0.19 1.44 -3.54 0.0012
H 0.37 2.85 -0.01 0.1141
H 0.22 4.43 -1.95 0.1109
H -0.09 3.46 -4.28 0.1159
H -0.33 0.98 -4.51 0.1045
N 0.08 1.14 -1.18 -0.0134
C -0.17 0.60 -2.41 -0.2048
C -0.33 -0.88 -2.45 -0.2047
N -0.27 -1.55 -1.27 -0.0423
C -0.44 -2.89 -1.23 -0.0968
C -0.72 -2.96 -3.61 -0.0343
C -0.69 -3.63 -2.38 -0.0354
H -0.38 -3.36 -0.23 0.1239
H -0.86 -4.71 -2.30 0.1169
C -0.54 -1.57 -3.65 0.0029
H -0.54 -1.01 -4.58 0.1050
H -0.92 -3.50 -4.53 0.1157
Ca 1.22 -0.49 0.22 0.8427
I 4.01 -0.02 0.58 -0.2667
F 0.12 1.06 2.24 -0.2359
B -0.01 -0.15 5.66 -0.8043
F -0.06 -1.36 6.23 0.2392
F 1.16 0.38 5.23 0.2286
F -1.15 0.57 5.52 0.2123
```

Values from the calculation:
Relative energy (zero: lowest compared OMol25 entry of this formula, charge and spin) = 0.000 eV
Calculated total energy = -53741.87453 eV
HOMO-LUMO gap = 3.59 eV
Max |F| = 2.7 eV/A
LUMO = -1.4546 eV


Entry 2:
DFT (wB97M-V/def2-TZVPD) results for a molecular structure, C12H14BF3N6O2Pd in a non-equilibrium geometry.

```
39
Properties=species:S:1:pos:R:3:lowdin_charge:R:1
H 0.22 1.64 2.72 0.1088
N 0.49 0.07 1.32 -0.0326
B 1.17 -2.08 0.13 -0.4373
N 1.00 -1.21 1.42 -0.0115
C 1.35 -1.46 2.70 -0.0060
Pd -0.10 0.88 -0.58 1.0716
H 1.78 -2.41 2.97 0.1417
C 1.07 -0.31 3.45 0.0090
H 1.24 -0.17 4.49 0.1123
C 0.54 0.62 2.54 -0.0731
H 1.68 -3.14 0.34 0.1346
C -0.42 2.16 -2.01 -0.1349
H -0.85 3.13 -1.81 0.0636
H -1.27 1.47 -2.19 0.0699
H 0.25 2.14 -2.85 0.0461
N 2.00 -1.18 -0.83 0.0683
N -0.25 -2.18 -0.50 -0.0130
N 1.58 0.09 -1.16 -0.0477
N -0.95 -1.03 -0.80 -0.0657
C 3.20 -1.38 -1.40 0.0920
C -1.01 -3.25 -0.81 -0.0062
H 3.72 -2.32 -1.25 0.1706
H -0.63 -4.25 -0.64 0.1439
C 3.55 -0.24 -2.12 0.1220
C -2.22 -2.79 -1.32 0.0024
C 2.50 0.67 -1.94 -0.0205
C -2.14 -1.38 -1.28 -0.0774
H 4.44 -0.08 -2.69 0.1508
H -3.04 -3.38 -1.68 0.1161
H 2.37 1.67 -2.33 0.1328
H -2.89 -0.65 -1.57 0.1249
H 0.54 2.20 -0.85 0.0766
F -3.11 4.09 2.20 0.1757
C -3.23 2.80 1.79 -0.4463
F -3.46 2.03 2.90 0.1722
F -4.32 2.71 0.98 0.1833
C -1.92 2.31 1.06 -0.3995
O -0.87 2.96 1.25 0.2831
O -2.05 1.26 0.34 -0.0008
```

Values from the calculation:
Spin multiplicity = 5
Relative energy (zero: lowest compared OMol25 entry of this formula, charge and spin) = 1.134 eV
Calculated total energy = -37992.21019 eV
HOMO-LUMO gap (alpha / beta) = 8.72 / 4.00 eV
Max |F| = 6.7 eV/A
<S²> = 6.0358
Total charge = +2
LUMO (alpha / beta) = -6.8283 / -11.6020 eV


Entry 3:
DFT (wB97M-V/def2-TZVPD) results for C12H14BrP in the gas phase in a non-equilibrium geometry.

```
28
Properties=species:S:1:pos:R:3:lowdin_charge:R:1
C -2.61 -1.95 1.00 -0.0377
C -1.73 -1.30 -0.03 -0.4402
C -0.51 -1.85 -0.42 -0.1550
P 0.53 -0.71 -1.51 1.0046
C 1.43 0.28 -0.28 -0.4012
C 1.39 0.39 1.10 -0.1236
C 2.01 1.43 1.70 -0.0896
C 2.61 2.46 0.98 -0.0865
C 2.63 2.35 -0.34 -0.1324
C 2.04 1.31 -0.96 -0.1757
C -1.02 0.31 -1.85 -0.3027
C -2.09 -0.08 -0.62 -0.8135
C -3.47 -0.15 -1.23 -0.1060
Br -2.04 1.40 0.72 0.7211
H -3.59 -1.97 0.57 0.0688
H -2.77 -1.34 1.84 0.0636
H -2.43 -2.97 1.15 0.0693
H -0.33 -2.77 0.04 0.0475
H 1.05 -0.35 1.77 0.0984
H 1.80 1.51 2.78 0.1160
H 3.21 3.21 1.44 0.1016
H 2.88 3.22 -1.00 0.1302
H 1.99 1.42 -2.07 0.1069
H -1.44 0.17 -2.83 0.0616
H -0.95 1.40 -1.92 0.0607
H -3.53 0.59 -1.97 0.0631
H -4.19 -0.01 -0.45 0.0699
H -3.50 -1.10 -1.66 0.0810
```

Values from the calculation:
SMILES = CC1=CP(c2ccccc2)C[C@]1(C)Br
Relative energy (zero: lowest compared OMol25 entry of this formula, charge and spin) = 0.000 eV
Calculated total energy = -92000.48932 eV
HOMO-LUMO gap = 8.92 eV
Max |F| = 5.4 eV/A
LUMO = 0.6259 eV


Entry 4:
DFT (wB97M-V/def2-TZVPD) results for a molecular structure, C12H14Cl5FeO3.

```
35
Properties=species:S:1:pos:R:3:lowdin_charge:R:1
Fe 0.30 1.12 -0.37 0.5107
C -1.32 -0.05 -2.74 -0.0254
O -0.12 0.59 -2.28 -0.2745
C 1.08 0.16 -2.96 -0.1160
C 2.02 -0.48 -1.97 -0.1166
O 2.06 0.46 -0.87 -0.2173
C 2.97 0.26 0.23 -0.0879
C 2.16 0.32 1.51 -0.1485
O 1.24 1.43 1.39 -0.2680
C 0.57 1.68 2.64 -0.0333
H -1.45 0.13 -3.80 0.1089
H -2.15 0.39 -2.19 0.0879
H -1.28 -1.12 -2.53 0.1103
H 1.53 1.05 -3.40 0.1445
H 0.83 -0.54 -3.76 0.1433
H 3.02 -0.60 -2.38 0.1496
H 1.63 -1.43 -1.60 0.0963
H 3.70 1.07 0.18 0.1449
H 3.48 -0.70 0.14 0.1469
H 2.82 0.49 2.37 0.1470
H 1.59 -0.59 1.66 0.0921
H 1.30 1.99 3.38 0.1078
H 0.04 0.79 2.97 0.1071
H -0.14 2.49 2.46 0.0855
Cl 0.31 -2.58 0.46 0.7243
C -1.05 -1.52 0.75 -0.6536
C -0.94 -0.19 0.40 -0.2539
C -2.05 0.57 0.65 -0.6254
Cl -1.80 2.25 0.12 0.8136
C -3.24 0.14 1.20 -0.7022
Cl -4.55 1.22 1.45 0.7397
C -3.31 -1.21 1.55 -0.6957
Cl -4.74 -1.83 2.26 0.7290
C -2.21 -2.04 1.32 -0.6940
Cl -2.30 -3.70 1.75 0.7228
```

Values from the calculation:
Calculated total energy = -115804.70150 eV
HOMO-LUMO gap (alpha / beta) = 9.09 / 9.09 eV
Max |F| = 0.4 eV/A
Total charge = +1
LUMO (alpha / beta) = -2.7361 / -2.7396 eV


Entry 5:
DFT (wB97M-V/def2-TZVPD) results for a molecular structure, C12H14FeO2S2Se.

```
32
Properties=species:S:1:pos:R:3:lowdin_charge:R:1
Fe 1.03 -0.98 -0.91 0.1218
C 0.93 1.00 3.29 -0.1597
C 0.85 0.69 1.81 -0.7772
S 0.97 -1.01 1.40 0.5722
C 0.71 1.65 0.88 -0.7915
C 0.62 3.11 1.22 -0.1504
S 0.63 1.31 -0.84 0.5864
H 1.05 0.08 3.86 0.0414
H 0.02 1.49 3.65 0.0691
H 1.77 1.65 3.53 0.0708
H 0.50 3.28 2.29 0.0534
H -0.21 3.58 0.71 0.0608
H 1.53 3.64 0.90 0.0695
C 5.19 -0.66 -1.25 -0.0774
O 4.04 -0.17 -1.94 -0.1160
C 2.89 -0.86 -1.84 -0.4527
O 2.92 -1.95 -1.22 -0.1303
H 5.77 0.21 -0.98 0.0822
H 5.77 -1.32 -1.90 0.0830
H 4.89 -1.21 -0.36 0.0808
Se -0.64 -2.29 -2.03 0.6142
C -2.31 -1.58 -1.43 -0.6619
C -2.64 -1.59 -0.08 -0.1380
C -3.88 -1.11 0.34 -0.1012
C -4.79 -0.62 -0.58 -0.1208
C -4.46 -0.62 -1.93 -0.1128
C -3.23 -1.09 -2.35 -0.1494
H -1.92 -1.95 0.64 0.0723
H -4.12 -1.11 1.40 0.0951
H -5.75 -0.25 -0.25 0.0879
H -5.17 -0.24 -2.66 0.0914
H -2.97 -1.08 -3.40 0.0869
```

Values from the calculation:
Spin multiplicity = 6
Calculated total energy = -138171.70805 eV
HOMO-LUMO gap (alpha / beta) = 6.78 / 6.80 eV
Max |F| = 0.7 eV/A
<S²> = 8.7845
Total charge = -1
LUMO (alpha / beta) = 3.1334 / 2.8360 eV


Entry 6:
DFT (wB97M-V/def2-TZVPD) results for a molecular structure, C12H14GaN7O3S3 in a non-equilibrium geometry.

```
40
Properties=species:S:1:pos:R:3:lowdin_charge:R:1
Ga 0.52 0.49 0.20 0.5599
N -2.92 -0.94 -1.39 0.1023
C -1.80 -0.89 -2.13 -0.6125
N -0.60 -0.51 -1.73 0.0406
C 0.34 -0.76 -2.77 -0.2798
C -0.20 -1.28 -3.94 -0.3592
S -1.88 -1.58 -3.82 1.0857
C 1.75 -0.37 -2.46 -0.2665
C 2.82 -0.39 -3.34 -0.3177
S 4.27 0.19 -2.57 1.0989
C 3.32 0.44 -1.06 -0.6095
N 2.05 0.10 -1.13 0.0356
N 3.90 1.02 -0.01 0.1337
H -2.91 -0.73 -0.36 0.1314
H -3.81 -1.17 -1.81 0.1076
H 0.35 -1.59 -4.81 0.0827
H 2.78 -0.67 -4.38 0.0899
H 4.93 1.11 0.02 0.1425
H 3.28 1.14 0.79 0.0487
O 1.21 2.94 3.32 0.1716
C 1.38 2.11 2.53 -0.4420
N 1.63 1.28 1.68 0.0698
S -3.07 3.18 0.62 1.1411
C -2.18 3.66 -0.77 -0.3331
C -1.08 2.87 -0.96 -0.1469
N -0.93 1.87 0.05 -0.0681
C -1.92 2.00 0.97 -0.4216
H -2.44 4.57 -1.28 0.0915
H -0.32 3.01 -1.76 0.1435
H -1.94 1.42 1.89 0.0730
N -1.22 -2.66 3.93 0.1824
C -0.20 -2.69 2.84 -0.0124
C -0.35 -1.32 2.11 -0.5159
O 0.34 -1.26 0.97 -0.0291
O -1.08 -0.45 2.55 0.0416
H -2.10 -3.20 3.74 0.1978
H -1.44 -1.64 3.98 0.1451
H -0.86 -2.90 4.88 0.2001
H -0.38 -3.50 2.11 0.1533
H 0.77 -2.88 3.28 0.1440
```

Values from the calculation:
Relative energy (zero: lowest compared OMol25 entry of this formula, charge and spin) = 0.000 eV
Calculated total energy = -114115.66587 eV
HOMO-LUMO gap = 7.53 eV
Max |F| = 2.9 eV/A
Total charge = +2
LUMO = -5.5617 eV